Here is C45H28Br2ClF4MoN2O6P as an isolated structure in a non-equilibrium geometry from the OMol25 dataset. Energies are from ωB97M-V/def2-TZVPD.

Results
**Total charge**: +2
**Multiplicity**: 1
**Max |F|**: 3.3 eV/Å
**Energy**: -236992.5821 eV

Each line ends with the Mulliken charge.
Atoms and positions in Å:
Mo  0.424799  0.516184  0.684264  0.54
Br  -3.848901  0.382584  6.755664  -0.11
C  -2.442301  0.538084  5.493064  -0.07
C  -1.368701  1.387584  5.739164  -0.88
C  -0.336101  1.461084  4.825864  -0.68
C  -0.349401  0.672684  3.667564  -0.08
C  -1.449601  -0.163216  3.428364  0.31
C  -2.489601  -0.228316  4.332364  -0.77
N  0.685699  0.692184  2.735364  0.77
C  1.930599  0.905984  3.137864  -0.57
C  2.921499  0.947984  2.147564  0.36
C  4.299499  1.057484  2.422464  -1.13
C  5.207599  0.995484  1.399064  -0.60
C  4.721599  0.857484  0.087264  -1.02
C  3.367399  0.774984  -0.127636  -0.18
N  2.461499  0.806584  0.863264  0.96
H  -1.343501  1.983384  6.639464  0.48
H  0.478399  2.144284  5.008364  0.62
H  -1.449401  -0.819116  2.560264  0.31
H  -3.334001  -0.879616  4.161164  0.56
H  2.188899  0.965884  4.186664  0.70
H  4.608399  1.161984  3.449964  0.57
H  6.268299  1.053884  1.594064  0.49
H  5.407099  0.820684  -0.743436  0.56
H  2.976599  0.693584  -1.137136  0.47
F  -5.355001  1.232084  -4.151736  -0.25
C  -4.139301  1.051184  -3.672836  0.46
C  -3.027601  1.569684  -4.335036  0.27
F  -3.177001  2.242484  -5.462436  -0.26
C  -1.749001  1.396284  -3.804936  0.10
F  -0.726301  1.910484  -4.483936  -0.43
C  -1.522301  0.700484  -2.616836  0.08
P  0.165499  0.492284  -1.871536  1.88
C  1.021599  1.962084  -2.502736  1.15
C  2.210999  1.883684  -3.221936  -0.36
C  2.759799  3.033384  -3.760936  -1.14
C  2.147999  4.260084  -3.563036  -0.76
C  1.006199  4.351784  -2.779436  -1.08
C  0.439699  3.206684  -2.254736  -1.09
C  0.719799  -0.945116  -2.841436  1.09
C  0.981799  -0.855616  -4.209536  -0.52
C  1.429399  -1.971216  -4.893436  -1.00
C  1.598299  -3.177916  -4.232736  -0.73
C  1.289699  -3.282216  -2.886436  -0.75
C  0.850999  -2.170016  -2.190536  -0.30
C  -2.646201  0.138684  -2.013136  0.16
Br  -2.453801  -1.005116  -0.524236  0.08
C  -3.932801  0.320884  -2.503336  0.11
F  -4.959901  -0.204616  -1.849436  -0.32
H  2.682199  0.926584  -3.399836  0.57
H  3.657599  2.958884  -4.353936  0.49
H  2.551099  5.146284  -4.027136  0.46
H  0.548399  5.311184  -2.595036  0.52
H  -0.493301  3.269984  -1.701336  0.71
H  0.854999  0.075684  -4.737736  0.52
H  1.654099  -1.898916  -5.945636  0.46
H  1.974299  -4.035516  -4.766436  0.44
H  1.395399  -4.225116  -2.372136  0.59
H  0.603199  -2.257416  -1.141436  -0.20
Cl  -6.021601  3.352984  2.745464  -0.17
C  -4.426001  3.396384  2.131664  0.19
C  -3.732001  4.602284  2.046164  -0.73
C  -2.427401  4.611884  1.602264  -0.84
C  -1.792201  3.418584  1.249664  0.76
C  -2.517501  2.225384  1.281764  1.00
C  -3.823701  2.205684  1.716564  -1.00
C  -0.367401  3.440384  0.840664  -0.03
O  0.321699  4.422784  0.740264  -0.54
O  0.105099  2.217084  0.598064  0.11
H  -4.207401  5.528084  2.328564  0.49
H  -1.870901  5.532484  1.540364  0.55
H  -2.032301  1.295084  0.955564  -0.74
H  -4.392301  1.288484  1.736764  0.57
O  2.406099  -1.956116  1.571964  -0.59
C  1.272899  -2.237416  1.244864  0.80
O  0.488199  -1.230816  0.840764  -0.23
C  0.727399  -3.600916  1.171764  0.15
C  -0.642101  -3.853416  1.019164  -0.02
C  -1.132101  -5.142616  0.877064  -1.63
C  -0.205701  -6.171716  0.879964  1.06
O  -0.392801  -7.488616  0.732164  -0.46
C  0.886099  -8.093416  0.764764  -0.30
O  1.844399  -7.091416  1.022164  -0.47
C  1.177099  -5.923016  1.054364  0.77
C  1.662199  -4.648616  1.200864  -1.42
H  -1.345601  -3.032216  1.028764  0.55
H  -2.184901  -5.348316  0.768964  0.48
H  1.095799  -8.559116  -0.211736  0.27
H  0.921199  -8.866416  1.545164  0.28
H  2.708799  -4.435316  1.331264  0.57

Force components x, y, z for each atom (eV/Å):
Mo 0.17 -0.51 -2.02
Br 0.35 0.12 -0.32
C -0.23 -0.09 0.18
C -0.19 -0.11 0.01
C 0.11 -0.21 -0.33
C -1.22 -0.13 0.94
C 0.40 0.03 -0.09
C -0.04 0.07 0.19
N 2.61 0.62 1.92
C -3.04 -0.66 0.32
C 2.12 0.03 -1.88
C -1.66 -0.09 0.51
C -0.11 -0.09 -1.35
C 0.77 0.14 1.00
C -0.73 -0.04 -0.23
N 1.33 0.06 0.30
H -0.01 0.04 0.01
H 0.09 0.15 0.01
H -0.08 0.13 0.08
H 0.01 -0.07 -0.03
H -0.06 0.08 0.10
H 0.07 0.03 0.12
H 0.04 0.01 -0.01
H -0.02 -0.03 -0.14
H 0.03 -0.05 0.23
F 0.21 -0.04 0.08
C 0.32 -0.06 0.09
C 0.04 -0.03 0.17
F -0.05 -0.06 0.09
C -0.12 -0.15 0.22
F -0.25 0.02 -0.32
C -0.12 0.20 0.24
P -0.35 -0.05 -1.34
C 0.09 0.03 0.21
C -0.20 -0.05 0.11
C 0.10 0.05 -0.03
C -0.01 0.02 0.04
C -0.01 0.00 -0.01
C 0.00 -0.21 -0.04
C 0.21 0.06 0.42
C 0.01 -0.02 0.06
C -0.04 0.05 -0.03
C 0.01 -0.04 0.13
C 0.00 -0.10 -0.04
C 0.05 0.16 0.09
C -0.17 0.16 -0.11
Br -0.05 0.04 0.17
C 0.28 0.01 0.06
F -0.12 0.05 -0.20
H 0.02 -0.03 -0.08
H 0.10 0.05 -0.08
H 0.10 0.10 0.02
H -0.06 0.08 -0.01
H 0.06 0.05 -0.11
H -0.01 0.12 -0.05
H 0.01 0.03 -0.12
H 0.00 -0.12 -0.09
H 0.02 -0.10 0.04
H 0.02 -0.06 -0.20
Cl -0.13 0.05 0.01
C 0.44 -0.11 -0.21
C -0.16 -0.07 0.05
C 0.33 -0.25 -0.04
C -0.17 -0.14 -0.13
C 0.48 0.04 -0.09
C -0.21 0.08 0.06
C -0.90 2.98 0.55
O -0.25 -1.02 0.06
O -0.22 2.48 -0.36
H -0.12 0.03 0.07
H 0.05 0.16 0.02
H -0.52 0.32 0.19
H -0.03 -0.09 0.04
O -0.54 -0.21 -0.01
C 1.92 -2.04 0.75
O -0.89 -2.26 0.21
C -0.49 0.40 -0.14
C 0.40 0.32 0.05
C 0.11 -0.60 -0.01
C 0.79 0.65 0.13
O -0.64 0.29 0.07
C 0.39 -1.56 -0.37
O 0.41 0.32 0.19
C -0.81 0.59 -0.12
C -0.01 -0.52 0.05
H 0.04 0.03 -0.02
H -0.09 0.01 -0.02
H -0.11 0.21 0.23
H -0.07 0.34 -0.09
H 0.17 -0.04 0.00

Here is C45H28F3N4Pb as an isolated structure from the OMol25 dataset. Energies are from ωB97M-V/def2-TZVPD.

Results
**Total charge**: +1
**Multiplicity**: 1
**Max |F|**: 0.7 eV/Å
**Energy**: -66474.1632 eV

Each line ends with the Mulliken charge.
Atoms and positions in Å:
Pb  -0.057121  0.001582  0.547221  1.27
C  -5.463615  -5.486160  -0.515842  -0.38
C  -4.705976  -5.194559  -1.641357  -0.88
C  -3.733446  -4.206224  -1.587875  0.21
C  -3.513732  -3.505080  -0.406091  -0.86
C  -4.277188  -3.798577  0.718979  0.24
C  -5.249750  -4.786676  0.663641  -0.92
C  -2.461094  -2.445191  -0.362265  1.41
C  -2.880972  -1.115607  -0.379824  0.45
C  -4.242878  -0.683006  -0.466744  -1.32
C  -4.247022  0.673122  -0.415451  -1.26
C  -2.886379  1.105388  -0.313994  0.38
C  -2.468843  2.435465  -0.267384  1.58
C  -3.526080  3.492442  -0.264571  -1.11
C  -3.886939  4.118974  0.924164  0.22
C  -4.864906  5.103431  0.924471  -0.89
C  -5.486355  5.465580  -0.262608  -0.37
C  -5.129499  4.842099  -1.449890  -0.88
C  -4.151014  3.857975  -1.451961  0.28
C  -1.139842  2.857101  -0.254581  0.29
N  -0.028609  2.041687  -0.255374  -0.22
C  1.081871  2.856588  -0.261032  0.44
C  2.411003  2.436597  -0.238738  1.39
C  3.470038  3.491395  -0.262711  -0.94
C  3.810268  4.180622  0.896933  0.26
C  4.798588  5.153912  0.864929  -0.89
C  5.451782  5.442219  -0.325408  -0.38
C  5.112200  4.759427  -1.484534  -0.86
C  4.123314  3.786115  -1.454555  0.20
C  2.828803  1.107411  -0.197762  0.34
C  4.194545  0.675615  -0.167309  -1.20
C  4.194036  -0.679130  -0.098110  -1.33
C  2.828382  -1.109702  -0.086351  0.38
N  2.014895  -0.002530  -0.182738  -0.23
C  2.407915  -2.438620  -0.034078  1.49
C  1.080742  -2.862441  -0.113404  0.41
C  0.649583  -4.227772  -0.117294  -1.27
C  -0.702703  -4.228494  -0.227330  -1.24
C  -1.132609  -2.863214  -0.286332  0.20
N  -0.023616  -2.048204  -0.246214  -0.26
C  3.462865  -3.489843  0.093404  -1.07
C  4.059277  -3.740044  1.325039  0.22
C  5.046844  -4.708359  1.437541  -0.91
C  5.442543  -5.430520  0.320511  -0.36
C  4.848220  -5.185052  -0.909231  -0.87
C  3.860959  -4.216777  -1.023781  0.20
C  0.648857  4.219779  -0.321650  -1.32
C  -0.707943  4.220314  -0.312772  -1.31
N  -2.068552  -0.004838  -0.326774  -0.24
H  -6.221870  -6.256729  -0.558373  0.40
H  -4.872505  -5.735551  -2.563593  0.40
H  -3.141151  -3.975252  -2.465267  0.46
H  -4.106519  -3.252853  1.639599  0.47
H  -5.838155  -5.012001  1.543302  0.41
H  -5.089823  -1.341041  -0.570586  0.54
H  -5.097934  1.332586  -0.462177  0.54
H  -3.400142  3.833398  1.849257  0.49
H  -5.141988  5.586329  1.852346  0.40
H  -6.249340  6.232637  -0.261980  0.40
H  -5.611295  5.122929  -2.377206  0.41
H  -3.868910  3.371147  -2.378059  0.48
H  3.301012  3.950639  1.825473  0.46
H  5.060927  5.684040  1.770889  0.40
H  6.223662  6.199911  -0.349697  0.40
H  5.617441  4.983445  -2.414704  0.40
H  3.856999  3.251330  -2.358529  0.47
H  5.045429  1.335373  -0.209964  0.53
H  5.044720  -1.340176  -0.073356  0.53
H  1.306808  -5.079073  -0.050951  0.54
H  -1.361772  -5.079713  -0.271255  0.53
H  3.750209  -3.173147  2.195399  0.48
H  5.507351  -4.897836  2.398074  0.41
H  6.213317  -6.184618  0.408424  0.41
H  5.155836  -5.744706  -1.782607  0.40
H  3.398586  -4.019621  -1.983773  0.47
H  1.308142  5.069706  -0.386616  0.53
H  -1.368629  5.069995  -0.365989  0.53
F  -0.583999  -1.222220  3.224744  -0.21
C  -0.099154  -0.051735  2.804019  0.68
F  1.132274  0.100202  3.295286  -0.22
F  -0.871671  0.925686  3.284354  -0.20

Force components x, y, z for each atom (eV/Å):
Pb 0.08 -0.03 -0.71
C -0.01 0.01 0.00
C 0.01 0.01 -0.01
C -0.02 -0.05 0.01
C 0.03 0.03 -0.10
C 0.00 0.04 0.02
C 0.01 -0.01 -0.01
C -0.02 -0.04 0.10
C 0.04 0.05 -0.04
C -0.03 0.03 -0.02
C -0.02 -0.03 0.00
C 0.05 -0.04 -0.13
C -0.03 0.01 0.02
C 0.03 -0.02 0.04
C 0.02 0.02 0.00
C 0.00 -0.01 -0.02
C -0.01 0.00 0.02
C 0.01 0.00 -0.01
C -0.03 0.00 -0.02
C 0.05 -0.06 -0.10
N -0.05 0.16 0.31
C -0.05 -0.05 -0.03
C 0.02 0.04 0.03
C -0.03 -0.03 -0.01
C -0.03 0.00 0.00
C 0.01 -0.01 -0.01
C -0.01 0.01 0.01
C 0.00 -0.01 -0.01
C 0.05 0.01 -0.01
C -0.01 -0.05 -0.05
C 0.01 -0.02 -0.03
C 0.03 0.02 0.00
C -0.03 0.04 -0.09
N 0.10 -0.03 0.29
C -0.01 -0.04 0.04
C -0.02 0.05 -0.13
C -0.02 -0.02 0.01
C 0.02 0.00 -0.03
C 0.04 0.02 -0.04
N 0.02 -0.13 0.26
C -0.02 0.04 0.00
C 0.02 0.02 0.00
C 0.00 0.00 -0.01
C -0.01 -0.01 0.01
C 0.00 0.01 -0.01
C 0.00 -0.03 -0.01
C -0.01 0.03 -0.03
C 0.01 0.03 -0.01
N -0.17 0.06 0.29
H 0.00 0.00 0.00
H 0.00 0.01 0.01
H -0.01 0.00 0.00
H 0.00 -0.01 0.00
H 0.01 0.00 0.00
H 0.01 0.00 0.01
H 0.01 0.00 0.01
H -0.01 0.00 0.00
H 0.00 -0.01 -0.01
H 0.00 0.00 0.00
H 0.00 0.00 0.01
H 0.00 0.00 0.00
H 0.01 0.00 0.00
H 0.00 0.00 0.00
H 0.00 0.00 0.00
H 0.00 0.00 0.00
H 0.00 0.00 0.00
H -0.01 -0.01 0.02
H -0.01 0.00 0.00
H 0.00 0.01 0.00
H 0.01 0.00 0.02
H 0.00 -0.01 0.00
H 0.00 0.00 0.00
H 0.00 0.00 0.00
H 0.00 0.00 0.00
H 0.00 0.00 0.00
H 0.00 -0.01 0.01
H 0.00 -0.01 0.00
F 0.00 -0.02 0.01
C -0.02 0.01 0.08
F 0.03 0.00 0.01
F -0.01 0.02 0.01